Density functional theory data (ωB97M-V/def2-TZVPD) for one molecule with the formula C7H6Br2FNO3 at a distorted geometry.

Properties
total charge	0
energy above the lowest of the compared OMol25 structures with the same formula, charge and spin	0.0	kJ/mol
HOMO (spin up / spin down)	-5.81 / -10.22	eV
maximum force	7.02	eV/A
multiplicity	3
E_tot	-157782.825	eV

Last column: Löwdin charge in e.
Atoms and positions in Å:
C1 -1.1135 2.1276 -0.2623  -0.074
C2 -1.1235 0.6817 -0.2155  -0.591
C3 -0.0256 -0.1076 -0.1715  -0.351
C4 0.0637 2.7334 -0.3915  -0.240
C5 1.2060 1.9388 -0.9719  -0.098
C6 1.3732 0.6405 -0.2104  -0.580
C7 -0.6907 -2.3792 0.4452  -0.044
N1 1.8083 0.6800 1.2297  -0.393
O1 1.2156 -0.0679 1.9985  0.089
O2 2.7752 1.3579 1.5302  0.082
O3 0.1613 -1.4107 -0.1589  -0.127
F1 0.1189 4.0945 -0.3856  0.075
Br1 -2.8155 -0.0593 -0.0353  0.891
Br2 2.7386 -0.5575 -1.0094  0.824
H1 -1.9277 2.8028 -0.1004  0.117
H2 0.9171 1.7428 -1.9588  0.121
H3 2.1130 2.3935 -0.9861  0.091
H4 -0.1090 -3.0075 0.9468  0.053
H5 -1.1860 -2.8905 -0.5041  0.154
H6 -1.3946 -2.0041 1.0403  0.000



Density functional theory data (ωB97M-V/def2-TZVPD) for C23H57AlBrClIN6O7P2S as an isolated structure at a distorted geometry.

Properties
total charge	-1
HOMO	-5.47	eV
maximum force	7.71	eV/A
E_tot	-174714.089	eV

Last column: Löwdin charge in e.
Atoms and positions in Å:
C1 -6.8595 3.7174 6.6629  -0.127
C2 -6.6143 4.4170 5.1777  -0.255
C3 -7.0217 3.3469 4.0024  -0.533
Cl1 -7.9540 4.2971 2.7020  0.526
C4 -5.7766 2.4426 3.4282  -0.367
C5 -4.8771 3.1796 2.2264  -0.199
O1 -4.7114 4.6484 2.4876  -0.252
C6 -3.8430 5.0735 1.3399  -0.130
O2 -4.7753 2.4772 4.5456  -0.244
Al1 -4.2312 0.7353 5.0311  0.179
C7 -2.3880 0.5910 4.1446  -0.276
C8 -1.5532 -0.7782 4.4826  -0.365
C9 -2.3836 -1.9120 5.3262  -0.653
I1 -3.8542 -3.0253 4.0876  0.667
O3 -5.7524 0.0006 4.1992  -0.317
C10 -6.1609 0.8568 3.0609  -0.645
Br1 -4.9288 0.1298 1.6063  0.757
C11 -7.6251 0.6309 2.3570  -0.265
S1 -9.0070 0.1548 3.5277  0.781
O4 -10.1214 -0.5189 2.6360  -0.482
O5 -8.6302 -0.8949 4.6002  -0.403
H1 -6.6347 4.4312 7.5639  0.073
H2 -8.0043 3.3934 6.6772  0.077
H3 -6.2553 2.6894 6.7173  0.083
H4 -5.5619 4.9139 5.0562  0.119
H5 -7.4113 5.3025 5.1180  0.095
H6 -7.8105 2.6001 4.4969  0.095
H7 -3.7595 2.7602 2.2000  0.131
H8 -5.4568 2.9983 1.2254  0.105
H9 -4.2196 6.0849 0.8560  0.096
H10 -2.6942 5.1325 1.6548  0.105
H11 -3.8685 4.2766 0.4519  0.092
H12 -3.9941 0.4705 6.5973  -0.042
H13 -2.3950 0.7456 2.9679  0.026
H14 -1.7387 1.4996 4.5659  0.070
H15 -0.5352 -0.5357 5.0547  0.110
H16 -1.2282 -1.2446 3.4504  0.082
H17 -2.8564 -1.5108 6.3288  0.031
H18 -1.5808 -2.7296 5.6615  0.052
H19 -7.4785 -0.2170 1.5417  0.092
H20 -7.9208 1.6181 1.7596  0.111
H21 -9.6433 1.3191 4.0668  0.087
O6 0.3868 -0.4007 0.9840  -0.303
P1 0.3371 0.1093 -0.4770  0.748
N1 -0.9497 -0.9498 -0.8775  -0.344
C12 -0.8634 -2.3821 -0.6083  -0.114
C13 -2.2369 -0.4689 -0.3538  -0.180
N2 1.8607 -0.5009 -0.9173  -0.327
C14 2.1077 -1.6596 -1.7514  -0.126
C15 2.9231 -0.3955 0.0848  -0.145
N3 0.2800 0.6957 -2.1567  -0.299
C16 0.2167 2.1589 -2.1784  -0.159
C17 -0.5527 0.1644 -3.2321  -0.137
H22 -1.7737 -2.8945 -0.9422  0.085
H23 -0.7211 -2.6018 0.4548  0.086
H24 -0.0611 -2.8494 -1.1749  0.052
H25 -2.3704 0.5922 -0.5934  0.072
H26 -2.3017 -0.5805 0.7339  0.035
H27 -3.0755 -1.0016 -0.8147  0.076
H28 2.0640 -2.5904 -1.1765  0.083
H29 3.1042 -1.5996 -2.2060  0.059
H30 1.4141 -1.7341 -2.5890  0.065
H31 2.8653 -1.2078 0.8172  0.078
H32 2.8567 0.5583 0.6198  0.071
H33 3.9150 -0.4235 -0.3793  0.070
H34 -0.7725 2.5131 -1.8693  0.073
H35 0.4425 2.5580 -3.1732  0.076
H36 0.9572 2.5814 -1.4915  0.075
H37 -1.6113 0.4106 -3.0959  0.079
H38 -0.4559 -0.9193 -3.3409  0.070
H39 -0.2373 0.5802 -4.1967  0.083
O7 5.5351 -2.8757 -3.2514  -0.310
P2 6.9802 -2.3859 -3.5143  0.746
N4 6.4362 -1.0737 -4.4737  -0.349
C18 5.5224 -1.2817 -5.5930  -0.119
C19 5.8997 0.0201 -3.6502  -0.132
N5 7.4468 -3.7343 -4.4370  -0.329
C20 7.6217 -3.7656 -5.8750  -0.134
C21 6.9586 -5.0385 -3.9844  -0.145
N6 8.6415 -1.8228 -3.8165  -0.297
C22 9.3730 -1.7079 -2.5527  -0.155
C23 9.0390 -0.7309 -4.7007  -0.134
H40 5.2976 -0.3309 -6.0912  0.084
H41 4.5750 -1.7345 -5.2833  0.085
H42 5.9710 -1.8990 -6.3681  0.053
H43 6.5911 0.2524 -2.8323  0.074
H44 4.9305 -0.2383 -3.2104  0.069
H45 5.7886 0.9387 -4.2363  0.083
H46 6.6716 -3.9219 -6.3962  0.081
H47 8.2934 -4.5840 -6.1621  0.082
H48 8.0886 -2.8609 -6.2646  0.064
H49 5.9342 -5.2232 -4.3247  0.078
H50 6.9762 -5.0996 -2.8906  0.073
H51 7.5930 -5.8526 -4.3517  0.077
H52 9.0299 -0.8406 -1.9785  0.075
H53 10.4524 -1.6210 -2.7174  0.079
H54 9.2166 -2.6021 -1.9406  0.077
H55 8.7658 0.2496 -4.2960  0.079
H56 8.6135 -0.8274 -5.7033  0.070
H57 10.1259 -0.7378 -4.8470  0.087



Density functional theory data (ωB97M-V/def2-TZVPD) for one molecule with the formula C2H5N3S at a distorted geometry.

Properties
total charge	0
energy above the lowest of the compared OMol25 structures with the same formula, charge and spin	268.1	kJ/mol
HOMO	-8.24	eV
maximum force	2.12	eV/A
E_tot	-17458.334	eV

Last column: Löwdin charge in e.
Atoms and positions in Å:
C1 -0.0410 0.4424 -0.1912  -0.362
C2 -1.4368 -0.0783 -0.1729  -0.083
N1 0.7793 0.3674 1.6473  -0.002
N2 1.9112 0.1086 1.4434  -0.452
N3 0.9298 -0.2991 -0.8439  -0.356
S1 2.4819 -0.1616 -0.1266  0.835
H1 0.0817 1.5134 -0.3070  0.110
H2 -1.4702 -1.1038 0.1919  0.078
H3 -1.8649 -0.0530 -1.1771  0.080
H4 -2.0441 0.5424 0.4786  0.078
H5 0.6731 -1.2783 -0.9425  0.075



Density functional theory data (ωB97M-V/def2-TZVPD) for C4H6F24Na3O3P4 as an isolated structure at a distorted geometry.

Properties
total charge	-1
HOMO	-8.88	eV
maximum force	3.26	eV/A
E_tot	-126044.442	eV

Last column: Löwdin charge in e.
Atoms and positions in Å:
Na1 3.6034 0.4131 1.8022  0.813
Na2 -1.3199 0.6386 1.6355  0.550
Na3 -2.0448 -2.8123 -1.2865  0.725
P1 1.2444 2.8092 3.1606  0.153
F1 0.9894 2.4675 1.5619  -0.175
F2 0.2095 1.6966 3.6985  -0.142
F3 2.2879 1.6013 3.1356  -0.197
F4 1.6088 3.0343 4.7103  -0.144
F5 2.3105 3.9358 2.7095  -0.152
F6 0.1009 3.9438 3.2504  -0.139
P2 -4.4783 -1.0775 0.1220  0.192
F7 -3.2449 -0.3633 -0.6863  -0.177
F8 -4.3204 0.0209 1.3410  -0.162
F9 -5.5251 -0.1558 -0.6694  -0.146
F10 -5.6982 -1.6860 1.0472  -0.163
F11 -4.6664 -2.1415 -1.0847  -0.167
F12 -3.3944 -2.0665 0.7862  -0.156
P3 -1.7047 -1.2889 4.3567  0.167
F13 -0.4895 -0.5402 5.1512  -0.164
F14 -0.7902 -1.2833 2.9804  -0.204
F15 -1.0009 -2.6266 4.8606  -0.155
F16 -2.7423 -2.1184 3.4619  -0.153
F17 -2.7389 -1.3736 5.6058  -0.155
F18 -2.3689 0.1066 3.8629  -0.153
P4 0.6894 -0.9544 -0.3129  0.217
F19 -0.7741 -1.5589 0.2791  -0.176
F20 0.0146 0.4390 -0.7457  -0.124
F21 0.9128 -0.3347 1.1217  -0.120
F22 2.1138 -0.4011 -0.8339  -0.150
F23 1.4757 -2.3117 0.0637  -0.124
F24 0.4415 -1.4407 -1.8603  -0.154
C1 3.7328 0.3267 -3.4863  -0.027
C2 2.3081 -0.0258 -3.8078  -0.327
C3 1.3716 1.0995 -3.6757  -0.134
O1 0.5626 1.0032 -4.8067  0.079
C4 1.1804 0.1942 -5.7411  -0.533
O2 0.7545 0.0016 -6.8722  0.119
O3 2.2724 -0.3160 -5.2307  0.116
H1 4.2944 -0.5922 -3.6547  0.089
H2 3.9015 0.4047 -2.4122  0.073
H3 4.1439 1.1756 -4.0325  0.096
H4 2.0332 -0.8256 -3.1203  0.125
H5 1.9602 2.0150 -3.6175  0.141
H6 0.7835 0.9673 -2.7675  0.118



Density functional theory data (ωB97M-V/def2-TZVPD) for C18H12N5OSn as an isolated structure.

Properties
total charge	-1
energy above the lowest of the compared OMol25 structures with the same formula, charge and spin	0.0	kJ/mol
HOMO	-2.56	eV
maximum force	0.78	eV/A
E_tot	-34190.445	eV

Last column: Löwdin charge in e.
Atoms and positions in Å:
Sn1 0.0852 0.6515 1.6378  1.379
C1 -1.6111 4.5693 1.2243  -0.114
C2 -1.8625 4.7679 -0.1630  -0.112
C3 -1.3648 3.9012 -1.0687  -0.039
C4 -0.5924 2.7449 -0.6669  -0.380
N1 -0.3840 2.5677 0.6973  -0.059
C5 -0.8901 3.4785 1.5868  -0.188
N2 -0.0990 1.9901 -1.5943  0.121
C6 0.4240 0.7402 -1.3927  -0.306
N3 0.2971 -0.0596 -0.2467  -0.039
C7 0.6967 -1.3714 -0.5538  -0.305
N4 0.4730 -2.5011 0.1953  0.122
C8 0.0781 -2.5090 1.4235  -0.382
C9 -0.3917 -3.7621 1.9851  -0.037
C10 -0.7683 -3.8613 3.2755  -0.113
C11 -0.6824 -2.7269 4.1325  -0.114
C12 -0.2434 -1.5613 3.5961  -0.188
N5 0.1275 -1.4155 2.2838  -0.064
C13 1.1446 -1.3706 -1.8637  -0.142
C14 1.6117 -2.4180 -2.7122  -0.044
C15 1.9074 -2.1323 -4.0062  -0.122
C16 1.7377 -0.8007 -4.5358  -0.122
C17 1.2757 0.2116 -3.7569  -0.045
C18 0.9758 -0.0518 -2.3895  -0.142
H1 -1.9763 5.2531 1.9762  0.084
H2 -2.4559 5.6137 -0.4914  0.093
H3 -1.5266 4.0112 -2.1320  0.099
H4 -0.6527 3.2495 2.6187  0.075
H5 -0.4339 -4.5959 1.2980  0.099
H6 -1.1378 -4.8048 3.6614  0.093
H7 -0.9531 -2.7755 5.1768  0.084
H8 -0.1455 -0.6507 4.1746  0.075
H9 1.7215 -3.4189 -2.3135  0.099
H10 2.2687 -2.9139 -4.6644  0.081
H11 1.9761 -0.6179 -5.5771  0.081
H12 1.1298 1.2092 -4.1524  0.099
O1 0.2411 1.3594 3.3376  -0.625